Below is a structure of composition C31H30N10OReS3, with properties calculated with ωB97M-V/def2-TZVPD.

XYZ file:
```
76
C31H30N10OReS3 | the OMol25 dataset | ωB97M-V/def2-TZVPD
Re 0.12 -1.15 0.18
C -4.11 -2.45 0.08
C -2.79 -1.93 -0.40
N -1.90 -1.53 0.48
N -2.43 -1.45 1.79
C -1.59 -1.17 2.72
S 0.13 -0.95 2.50
S -2.22 -1.26 4.36
C -2.07 0.45 5.00
C -0.70 1.06 5.03
C -0.30 1.93 4.02
C 0.97 2.50 4.04
C 1.84 2.21 5.07
C 1.45 1.36 6.09
C 0.18 0.79 6.07
C -2.55 -1.90 -1.84
C -3.64 -2.14 -2.70
C -3.52 -2.12 -4.07
C -2.27 -1.85 -4.64
C -1.18 -1.60 -3.84
C -1.31 -1.61 -2.45
O -0.21 -1.32 -1.75
H -4.06 -2.76 1.12
H -4.43 -3.28 -0.54
H -4.87 -1.67 0.02
H -2.45 0.30 6.01
H -2.77 1.08 4.47
H -0.99 2.17 3.22
H 1.27 3.18 3.25
H 2.82 2.66 5.10
H 2.12 1.14 6.91
H -0.13 0.13 6.88
H -4.62 -2.32 -2.28
H -4.38 -2.31 -4.70
H -2.16 -1.85 -5.72
H -0.21 -1.38 -4.26
N 2.73 1.17 0.15
C 3.17 -0.07 -0.04
N 4.47 -0.23 -0.24
C 4.91 -1.48 -0.36
N 6.19 -1.68 -0.58
N 4.12 -2.58 -0.25
C 2.86 -2.34 -0.08
N 2.27 -1.11 0.01
C 1.95 -3.50 0.07
C 2.41 -4.80 0.05
C 1.50 -5.83 0.23
C 0.16 -5.52 0.44
C -0.23 -4.19 0.45
N 0.65 -3.19 0.26
H 3.42 1.90 0.15
H 1.77 1.36 0.40
H 6.82 -0.90 -0.66
H 6.55 -2.62 -0.65
H 3.46 -4.97 -0.11
H 1.83 -6.86 0.22
H -0.58 -6.29 0.60
H -1.25 -3.91 0.62
N -0.57 1.59 -2.41
C -0.39 2.14 -1.23
S -0.52 1.25 0.27
N -0.13 3.44 -1.12
C -0.22 4.43 -2.15
C -1.30 4.47 -3.03
C -1.36 5.49 -3.97
C -0.37 6.46 -4.03
C 0.69 6.42 -3.13
C 0.77 5.40 -2.19
H -0.75 0.60 -2.48
H -0.47 2.12 -3.26
H 0.06 3.76 -0.18
H -2.10 3.75 -2.96
H -2.20 5.53 -4.65
H -0.43 7.25 -4.76
H 1.46 7.18 -3.17
H 1.60 5.37 -1.49
```

lowest unoccupied orbital energy (alpha / beta): -5.9155 / -7.0803 eV
energy above the lowest of the compared OMol25 structures with the same formula, charge and spin: 0.0000 eV
net charge: +2
<S²>: 3.777
multiplicity: 4